1.
This record from the OMol25 dataset describes 12 unconnected molecules or ions with the total composition C20H40BCl2N8O30 in a non-equilibrium geometry. The level of theory is ωB97M-V/def2-TZVPD.

```
101
Properties=species:S:1:pos:R:3:lowdin_charge:R:1
O 5.065 -19.184 17.999 0.1123
C 4.418 -18.138 17.758 -0.2910
O 3.872 -18.060 16.549 0.2082
B 3.390 -16.671 16.506 -0.7963
O 3.398 -16.075 17.871 0.2622
C 4.055 -16.833 18.573 -0.4374
O 4.093 -16.711 19.776 0.1516
O 2.003 -16.610 15.840 0.2204
C 2.072 -15.837 14.763 -0.3074
O 1.230 -15.419 14.004 0.2226
C 3.521 -15.373 14.608 -0.2525
O 4.260 -15.915 15.571 0.3139
O 3.982 -14.624 13.816 0.3888
Cl -1.625 -15.617 16.266 0.6084
C -2.026 -17.386 16.541 -0.5128
C -0.809 -18.180 16.006 -0.6698
Cl -1.058 -19.925 15.944 0.6700
H -2.915 -17.670 15.978 0.0749
H -2.162 -17.562 17.608 0.0772
H 0.040 -17.995 16.664 0.0441
H -0.489 -18.050 14.973 0.0315
C 5.262 -13.473 20.491 0.0434
N 5.965 -12.446 19.605 -0.3517
O 6.503 -11.417 20.164 0.0199
O 5.902 -12.647 18.352 0.0069
H 5.777 -13.612 21.442 0.0954
H 5.103 -14.383 19.912 0.0687
H 4.350 -12.909 20.687 0.0830
C 7.185 -18.694 15.605 0.0348
N 8.586 -18.273 15.803 -0.3997
O 9.473 -19.163 15.661 0.0412
O 8.788 -17.078 16.017 0.0588
H 6.513 -17.892 15.912 0.0779
H 6.956 -19.552 16.237 0.0999
H 7.064 -18.972 14.558 0.1050
C -1.792 -16.238 12.574 0.0328
N -2.776 -17.272 12.031 -0.4017
O -3.647 -16.889 11.223 0.0653
O -2.610 -18.389 12.512 0.0414
H -1.460 -16.503 13.578 0.0329
H -2.186 -15.225 12.499 0.1032
H -0.954 -16.365 11.889 0.0656
C 1.412 -16.797 21.318 0.0358
N 0.415 -17.217 22.398 -0.3815
O -0.501 -18.028 22.140 0.0366
O 0.749 -16.808 23.530 0.0384
H 2.352 -17.316 21.506 0.0952
H 1.647 -15.736 21.239 0.0816
H 0.962 -17.152 20.390 0.0541
C 0.836 -14.649 18.091 0.0094
N 1.672 -13.547 18.646 -0.4199
O 2.274 -13.718 19.713 0.0437
O 1.778 -12.528 18.039 0.0939
H -0.186 -14.432 18.402 0.0883
H 1.141 -15.606 18.514 0.0881
H 0.878 -14.544 17.007 0.0591
C 2.103 -19.460 14.045 0.0474
N 3.515 -19.896 13.900 -0.4020
O 4.265 -19.123 13.312 0.0515
O 3.849 -20.829 14.677 0.0537
H 1.763 -19.160 13.054 0.1097
H 2.248 -18.565 14.649 0.0716
H 1.650 -20.307 14.560 0.0893
C 1.032 -12.047 13.688 0.0279
N 1.056 -10.634 13.244 -0.4544
O -0.080 -10.378 12.836 0.0449
O 1.966 -9.904 13.453 0.1195
H 0.235 -12.016 14.431 0.1112
H 2.052 -12.261 14.007 0.0881
H 0.787 -12.689 12.842 0.0814
C 1.811 -15.245 10.982 0.0500
N 0.819 -14.542 10.071 -0.4072
O 1.278 -13.971 9.074 0.0754
O -0.347 -14.523 10.437 0.0541
H 2.171 -14.465 11.652 0.0766
H 2.647 -15.604 10.382 0.1059
H 1.282 -15.997 11.567 0.0683
C 7.405 -17.021 21.820 -0.0329
O 8.495 -16.956 20.914 0.0104
C 8.918 -15.791 20.463 -0.5987
O 8.450 -14.699 20.710 0.1191
O 9.747 -16.126 19.483 -0.0018
C 10.384 -15.205 18.656 -0.0567
H 7.449 -16.142 22.463 0.0879
H 7.297 -17.956 22.371 0.1013
H 6.470 -16.708 21.355 0.0764
H 11.070 -14.617 19.267 0.1009
H 9.783 -14.534 18.042 0.0976
H 10.875 -15.853 17.930 0.0947
C 2.527 -21.319 18.116 0.0372
O 1.188 -20.980 18.647 -0.0215
C 0.741 -19.739 18.876 -0.5399
O 1.432 -18.686 18.861 0.0614
O -0.589 -19.660 19.015 -0.0523
C -1.434 -20.785 19.233 -0.0554
H 2.529 -21.253 17.028 0.0853
H 2.704 -22.350 18.420 0.0959
H 3.290 -20.801 18.697 0.0859
H -2.499 -20.559 19.289 0.0976
H -1.217 -21.192 20.221 0.1024
H -1.297 -21.533 18.452 0.0777
```

Properties
HOMO-LUMO gap (alpha / beta)   0.2560 / 0.0994 hartree
E_tot   -120431.2565 eV
HOMO (alpha / beta)   -10.739 / -10.739 eV
E_LUMO (alpha / beta)   -3.77 / -8.03 eV
Spin multiplicity   2

2.
This record from the OMol25 dataset describes 7 unconnected molecules or ions with the total composition C20H40Br8O6S3 in a non-equilibrium geometry. The level of theory is ωB97M-V/def2-TZVPD.

```
77
Properties=species:S:1:pos:R:3:lowdin_charge:R:1
C 3.749 -1.809 0.715 -0.1956
C 2.782 -2.261 -0.480 -0.1777
C 1.346 -1.704 -0.217 -0.2209
S 1.671 -0.021 0.494 0.6997
O 0.617 0.229 1.464 -0.3723
O 1.898 1.022 -0.523 -0.3578
C 3.176 -0.590 1.440 -0.2406
H 4.808 -1.618 0.537 0.1124
H 3.698 -2.605 1.457 0.0773
H 2.800 -3.350 -0.432 0.1070
H 3.154 -1.888 -1.435 0.0988
H 0.911 -2.199 0.652 0.0307
H 0.748 -1.701 -1.127 0.0410
H 2.809 -0.925 2.411 0.0328
H 3.831 0.239 1.709 0.0502
C -2.717 -0.475 -1.497 -0.2394
C -2.448 -1.091 -0.150 -0.2049
C -3.802 -0.933 0.680 -0.1840
S -5.141 -1.095 -0.615 0.7222
O -5.881 0.146 -0.631 -0.3400
O -5.805 -2.423 -0.485 -0.3522
C -3.995 -1.123 -2.030 -0.2104
H -1.853 -0.680 -2.128 0.0854
H -2.819 0.608 -1.434 0.0937
H -1.639 -0.555 0.347 0.0851
H -2.123 -2.119 -0.312 0.1095
H -3.853 0.085 1.065 0.0806
H -4.041 -1.520 1.566 0.0389
H -4.424 -0.690 -2.934 0.1109
H -3.827 -2.185 -2.208 0.0978
C -3.563 3.649 0.535 -0.2396
C -2.591 3.307 1.573 -0.2183
C -1.164 2.857 1.066 -0.1816
S -1.068 3.497 -0.635 0.7077
O -0.547 2.509 -1.621 -0.3811
O -0.510 4.830 -0.620 -0.3471
C -2.913 3.628 -0.825 -0.1900
H -3.859 4.684 0.709 0.1187
H -4.412 3.008 0.774 0.1255
H -2.882 2.546 2.297 0.1133
H -2.538 4.217 2.172 0.1152
H -1.165 1.780 0.896 0.0603
H -0.241 3.082 1.601 0.1079
H -3.335 2.759 -1.330 0.0885
H -3.106 4.529 -1.406 0.1056
Br 5.073 3.243 -5.479 0.6650
C 3.196 2.870 -4.738 -0.5601
C 3.178 3.374 -3.280 -0.5129
Br 2.757 5.320 -3.371 1.0989
H 2.924 1.817 -4.809 0.0808
H 2.545 3.517 -5.326 0.0368
H 4.082 3.197 -2.696 0.0836
H 2.311 2.947 -2.776 0.0783
Br 0.512 -1.689 -4.004 0.5979
C -0.143 -3.554 -3.835 -0.6634
C 0.331 -4.368 -5.112 -0.6442
Br -1.010 -5.801 -5.221 0.6327
H -1.225 -3.428 -3.853 0.0139
H 0.008 -3.974 -2.841 0.0596
H 1.331 -4.763 -4.931 0.0569
H 0.366 -3.837 -6.063 0.0473
Br 5.641 1.628 3.617 0.4923
C 3.763 1.668 4.518 -0.5508
C 3.779 2.747 5.671 -0.6400
Br 4.094 4.600 4.971 0.5494
H 3.568 0.663 4.890 0.0524
H 2.982 1.882 3.788 0.0473
H 4.353 2.502 6.564 0.0609
H 2.799 2.735 6.147 0.0500
Br -2.420 -2.254 3.868 0.6546
C -1.426 -3.956 3.912 -0.6639
C -0.393 -4.080 2.801 -0.6297
Br 1.210 -3.019 3.219 0.7198
H -2.078 -4.829 3.879 0.0701
H -0.962 -4.009 4.896 0.0472
H -0.827 -3.695 1.879 0.0406
H -0.056 -5.103 2.631 0.0656
```

Properties
HOMO-LUMO gap (alpha / beta)   0.2904 / 0.0854 hartree
Net charge   +1
E_tot   -626506.6135 eV
HOMO (alpha / beta)   -11.814 / -11.814 eV
E_LUMO (alpha / beta)   -3.91 / -9.49 eV
Spin multiplicity   2

3.
This record from the OMol25 dataset describes 7 unconnected molecules or ions with the total composition C20H40Cl13N3O3 in a non-equilibrium geometry. The level of theory is ωB97M-V/def2-TZVPD.

```
79
Properties=species:S:1:pos:R:3:lowdin_charge:R:1
N -2.529 1.432 -3.731 0.0387
C -2.263 1.480 -2.237 -0.5890
N -3.565 1.831 -1.598 0.0656
N -1.239 2.581 -2.076 -0.0046
C -1.684 0.027 -1.852 -0.0560
C -1.875 -0.406 -0.319 -0.1788
O -1.675 -1.878 -0.399 -0.0372
C -0.310 -2.100 -0.023 -0.3656
O 0.582 -2.753 -0.614 0.1119
O -0.202 -1.326 1.201 0.0098
C -0.758 -0.028 0.769 -0.2095
C -1.237 0.955 1.968 -0.1297
C -1.163 2.451 1.356 -0.2558
C -1.741 3.583 2.367 -0.5106
Cl -0.288 4.365 3.196 0.4487
H -3.334 0.797 -3.841 0.0552
H -2.868 2.380 -3.998 0.0534
H -4.048 1.021 -1.192 0.0666
H -3.493 2.622 -0.946 0.0663
H -0.466 2.265 -1.463 0.0475
H -0.797 2.698 -3.002 0.0147
H -0.540 0.074 -2.038 0.1410
H -2.070 -0.761 -2.605 0.0527
H -2.974 -0.375 0.037 0.1629
H 0.108 0.479 0.201 0.1597
H -2.271 0.691 2.376 0.1284
H -0.476 0.867 2.812 0.0300
H -1.852 2.459 0.444 0.0743
H -0.082 2.654 1.031 0.1118
H -2.207 4.396 1.689 0.0848
H -2.507 3.136 3.093 0.0939
Cl -2.710 5.438 -4.008 0.5455
C -1.379 6.605 -3.804 -0.6563
C -0.022 5.970 -4.029 -0.6405
Cl 0.397 4.808 -2.745 0.6069
H -1.459 7.039 -2.806 0.0698
H -1.541 7.400 -4.535 0.0719
H 0.753 6.740 -4.024 0.0717
H 0.024 5.448 -4.986 0.0721
Cl -3.290 -2.382 -4.002 0.5877
C -2.919 -3.931 -3.203 -0.6361
C -1.682 -4.588 -3.777 -0.6684
Cl -1.932 -5.167 -5.444 0.5411
H -3.796 -4.575 -3.290 0.0715
H -2.763 -3.710 -2.145 0.0626
H -1.415 -5.460 -3.178 0.0704
H -0.831 -3.904 -3.782 0.0700
Cl 2.032 1.189 7.576 0.5657
C 1.898 0.016 6.242 -0.6525
C 2.236 0.635 4.900 -0.6284
Cl 1.015 1.824 4.379 0.5738
H 0.886 -0.393 6.253 0.0715
H 2.595 -0.794 6.463 0.0733
H 2.268 -0.142 4.133 0.0764
H 3.206 1.133 4.921 0.0717
Cl -1.155 4.583 7.445 0.5242
C 0.494 5.224 7.663 -0.6603
C 1.197 4.604 8.853 -0.6770
Cl 0.473 5.109 10.401 0.5345
H 0.424 6.309 7.758 0.0688
H 1.043 4.997 6.747 0.0671
H 2.241 4.924 8.874 0.0739
H 1.177 3.514 8.810 0.0129
Cl 5.885 -5.839 -1.309 0.5274
C 4.310 -5.095 -0.931 -0.6562
C 3.966 -3.970 -1.885 -0.7339
Cl 5.028 -2.555 -1.665 0.5338
H 4.339 -4.750 0.104 0.0698
H 3.561 -5.886 -1.005 0.0506
H 2.944 -3.629 -1.702 0.0497
H 4.036 -4.290 -2.930 -0.0620
Cl 2.714 -5.224 -4.235 0.6580
C 1.975 -6.836 -4.428 -0.6141
C 2.373 -7.787 -3.317 -0.6532
Cl 4.094 -8.235 -3.399 0.5516
H 2.260 -7.223 -5.408 0.0743
H 0.893 -6.690 -4.421 0.0547
H 1.800 -8.713 -3.401 0.0737
H 2.182 -7.356 -2.332 0.0593
```

Properties
HOMO-LUMO gap   0.3479 hartree
E_tot   -194792.1223 eV
HOMO   -9.167 eV
Structure (SMILES)   NC(N)(N)C[C@H]1OC(=O)O[C@@H]1CCCCl.ClCCCl.ClCCCl.ClCCCl.ClCCCl.ClCCCl.ClCCCl
E_LUMO   0.30 eV